(1)
This record from OMol25 describes 2 unconnected molecules or ions with the total composition C27H51N3O8S2 at a distorted geometry. The level of theory is wB97M-V/def2-TZVPD.

```
91
Properties=species:S:1:pos:R:3:forces:R:3:lowdin_charge:R:1
C 5.62205 -0.93738 4.09415 0.655 -0.342 0.378 -0.134
O 6.36201 -0.55755 2.86141 -2.776 -0.023 0.296 -0.279
C 5.35443 -0.40709 1.77150 1.248 -0.631 -0.519 -0.229
C 6.19934 -0.38150 0.36091 -0.270 0.556 -0.273 -0.160
C 5.31069 0.11116 -0.94670 0.414 -0.742 -0.522 -0.206
C 3.74822 -0.38899 -0.91390 -0.297 0.235 -0.686 -0.198
C 2.71707 0.60996 -0.12234 -0.115 -0.072 0.640 -0.223
C 2.84562 2.19739 -0.51922 -1.552 -0.022 0.463 -0.203
C 2.18958 2.46203 -2.00535 1.403 0.635 -0.278 -0.199
C 0.68565 3.11621 -1.98386 0.158 -0.421 -0.838 -0.153
C -0.40340 2.32482 -1.04752 -0.350 0.682 0.812 -0.174
C -1.49759 3.37160 -0.35960 -0.277 -0.441 -2.021 -0.258
O -0.87686 4.50516 0.34047 -1.148 -0.385 -1.195 -0.080
C -2.54073 2.47958 0.53291 -1.001 0.585 -0.050 -0.197
C -2.40137 2.64777 2.15584 -0.852 -1.316 0.542 -0.135
C -3.77400 3.30220 2.85220 0.592 -0.469 0.978 -0.177
C -3.28298 4.55608 3.79292 -0.050 0.539 -0.009 -0.107
C -3.13272 5.88102 2.79616 -3.323 1.063 -2.896 -0.270
O -4.12381 6.19043 1.94617 6.629 -1.736 5.042 -0.039
O -1.85896 6.62943 2.88069 -3.023 -2.074 -2.074 -0.009
C -2.51233 0.87461 0.19387 0.538 0.603 2.776 -0.094
N -2.35653 0.53040 -1.27061 -0.552 -1.474 -0.193 -0.111
C -3.64444 0.59193 -2.07689 -2.608 0.073 -0.801 -0.132
C -4.77546 -0.51377 -1.64386 -0.904 -1.056 0.566 -0.224
C -4.26848 -2.09152 -1.82324 1.011 0.779 -1.377 -0.460
S -4.12603 -2.79882 -0.07410 0.952 -0.335 -0.401 0.762
C -3.24066 -4.47373 -0.10094 1.078 -1.062 -0.686 -0.935
S -3.77428 -5.60343 -1.25404 0.924 1.822 2.189 0.630
N -2.13361 -4.66635 0.91121 -1.237 0.509 -3.414 -0.182
C -1.07339 -3.59001 0.84132 1.532 0.685 1.198 -0.181
C -0.20895 -3.59236 -0.55152 -0.062 1.381 -0.145 -0.169
O -0.28964 -4.83354 -1.33652 -0.627 0.537 2.513 -0.191
C -0.32974 -6.03461 -0.48859 0.614 -0.782 -0.134 -0.158
C -1.40404 -5.98100 0.74822 0.743 -1.626 1.070 -0.195
C -1.29315 1.31791 -2.00459 2.224 1.501 -1.448 -0.254
C -0.40962 0.24779 -2.87703 -1.054 -0.672 -0.573 -0.029
H 6.15591 -0.39695 5.01484 -1.182 -1.331 -2.034 0.103
H 4.48452 -0.61016 4.06418 2.348 -0.656 0.001 0.093
H 5.71823 -2.12391 4.17566 -0.447 2.588 0.117 0.111
H 4.77550 0.59113 1.99002 0.897 -1.953 -0.665 0.123
H 4.68631 -1.37107 1.78344 0.871 2.025 -0.060 0.134
H 6.62447 -1.45694 0.06735 -0.928 2.389 1.102 0.135
H 7.08009 0.38796 0.50871 -1.604 -1.730 -0.288 0.117
H 5.42621 1.27406 -1.17028 -0.432 -2.468 0.708 0.102
H 5.81323 -0.42666 -1.88649 -1.126 1.203 2.016 0.118
H 3.62992 -1.50127 -0.51726 0.370 2.333 -0.816 0.119
H 3.37758 -0.42270 -2.04575 0.761 0.026 2.358 0.111
H 2.80100 0.54168 1.06626 0.027 -0.042 -2.612 0.103
H 1.61939 0.21737 -0.36774 2.185 0.938 0.403 0.091
H 3.92629 2.64462 -0.37970 -2.193 -1.140 -0.500 0.110
H 2.15329 2.78804 0.25231 1.526 -1.121 -1.514 0.112
H 2.28326 1.47462 -2.65361 -0.447 2.036 1.432 0.098
H 2.90056 3.25228 -2.54841 -1.688 -1.651 0.999 0.123
H 0.78396 4.26533 -1.72879 -0.367 -2.506 -0.154 0.128
H 0.28044 3.06262 -3.09732 0.756 0.247 2.183 0.120
H 0.10971 1.77148 -0.12760 -0.902 0.976 -2.213 0.146
H -2.09448 3.83486 -1.28386 1.071 -1.064 1.920 0.166
H -1.12756 5.34701 -0.14190 0.391 -1.729 0.736 0.120
H -3.63415 2.85868 0.24654 2.322 -0.771 0.644 0.144
H -2.34249 1.54520 2.61011 0.057 2.316 -0.985 0.122
H -1.43416 3.19336 2.52425 -1.906 -0.858 -1.093 0.126
H -4.25005 2.49720 3.59420 1.094 1.731 -1.679 0.124
H -4.60121 3.56952 2.06572 1.796 -0.184 1.596 0.113
H -2.26096 4.26474 4.32010 -2.092 0.850 -1.333 0.128
H -4.04115 4.78847 4.68400 1.480 -0.304 -2.253 0.138
H -1.64631 6.86099 1.91799 -0.637 -0.079 1.905 0.122
H -3.47688 0.40772 0.69816 2.020 0.758 -1.550 0.148
H -1.59081 0.38607 0.76007 -1.876 1.016 -1.341 0.159
H -2.04551 -0.48721 -1.30347 -0.431 1.285 0.155 0.151
H -3.39851 0.42840 -3.23339 -0.347 0.500 2.706 0.162
H -4.12000 1.66012 -1.88188 1.197 -2.153 -0.626 0.157
H -5.13994 -0.37509 -0.51575 0.899 -0.098 -2.453 0.096
H -5.77291 -0.42550 -2.29208 2.448 0.275 1.243 0.138
H -4.94966 -2.71929 -2.53897 1.197 1.223 1.636 0.094
H -3.20956 -2.00471 -2.36612 -2.056 -0.630 1.224 0.090
H -0.29966 -3.83091 1.71794 -1.808 0.379 -1.818 0.143
H -1.49114 -2.50571 1.10335 0.675 -2.451 -0.788 0.100
H 0.89943 -3.24349 -0.30775 -2.063 -1.209 -0.603 0.121
H -0.65187 -2.72866 -1.24626 0.684 -1.888 1.124 0.102
H -0.60254 -6.94240 -1.19757 0.606 2.121 1.401 0.143
H 0.74299 -6.21709 -0.04195 -2.001 0.339 -0.894 0.138
H -0.76642 -6.12957 1.74655 -1.478 0.527 -2.067 0.138
H -2.12199 -6.93054 0.71083 1.274 2.462 -0.082 0.122
H -1.85850 2.02325 -2.77640 1.151 -1.434 1.726 0.164
H -1.17011 -0.26027 -3.64453 1.598 1.015 1.550 0.102
H -0.00725 -0.65018 -2.21306 -0.499 2.099 -1.280 0.101
H 0.42328 0.74236 -3.54648 -1.700 -0.982 1.738 0.101
N 3.02708 -5.00371 -1.56193 0.128 -0.758 -0.864 -0.651
O 2.88639 -4.10590 -0.71505 -0.164 0.951 0.923 -0.122
O 2.75158 -4.78282 -2.75281 -0.058 0.234 -0.157 -0.072
O 3.44331 -6.12228 -1.21789 -0.033 -0.151 0.247 -0.072
```
Positions in Å, forces in eV/Å.

## Properties
E = -2621.236568 Eh
Molar mass = 609.852 g/mol
Kohn-Sham gap = 5.70 eV
HOMO energy = -6.49 eV



(2)
This record from OMol25 describes a single C22H17Cl2N3O3S molecule at a distorted geometry. The level of theory is wB97M-V/def2-TZVPD.

```
48
Properties=species:S:1:pos:R:3:forces:R:3:lowdin_charge:R:1
O -0.14695 -3.83185 -2.10751 -0.032 -0.182 -0.164 0.056
C 0.29647 -4.00429 -0.98856 0.233 -0.207 0.052 -0.513
C 0.52106 -5.40367 -0.41886 -0.001 -0.243 -0.516 -0.117
O 0.81417 -5.42908 0.95856 0.006 0.227 0.126 -0.059
C -0.17665 -5.55969 1.89709 -0.116 -0.143 0.274 -0.270
C 0.24444 -6.15387 3.08857 -0.018 0.070 -0.181 -0.001
C -0.61636 -6.33184 4.15024 0.041 0.004 -0.068 -0.075
C -1.93589 -5.92432 4.04110 -0.072 0.045 -0.040 -0.084
C -2.36801 -5.32476 2.87522 0.029 -0.056 0.086 -0.108
C -1.49991 -5.12915 1.80876 0.023 0.061 -0.152 -0.529
Cl -2.14806 -4.30291 0.41438 -0.220 -0.101 0.228 0.799
N 0.70024 -3.01544 -0.15132 0.165 -0.148 0.055 0.073
C 0.60229 -1.63345 -0.31358 0.028 0.224 0.099 -0.785
S 1.09402 -0.73136 0.97578 0.153 0.209 0.385 0.700
N 0.11561 -1.23139 -1.49232 -0.073 -0.994 -0.159 0.098
C -0.12758 0.03781 -2.01465 -0.039 0.756 -0.055 -0.223
C -0.72405 0.08743 -3.27670 0.017 -0.049 0.053 -0.026
C -0.99360 1.30792 -3.86171 0.076 -0.169 0.152 -0.069
C -0.68142 2.49353 -3.21838 -0.012 0.278 -0.026 -0.011
C -0.08401 2.44725 -1.96325 -0.274 -0.338 -0.509 -0.203
N 0.26402 3.59165 -1.24283 0.186 -0.147 0.389 0.143
C 0.11421 4.90271 -1.59217 0.047 -0.017 0.195 -0.449
O -0.36528 5.29971 -2.62888 -0.078 0.015 -0.087 0.071
C 0.59581 5.82647 -0.51082 0.002 0.257 -0.001 -0.165
C 0.11092 5.69338 0.78717 0.063 0.036 -0.102 -0.033
C 0.49777 6.57437 1.78010 0.017 0.022 0.084 -0.076
C 1.38369 7.59849 1.48670 -0.049 -0.052 0.021 -0.076
C 1.88025 7.74333 0.20407 -0.017 -0.049 -0.130 -0.098
C 1.48192 6.86409 -0.79199 -0.141 -0.107 0.182 -0.595
Cl 2.12702 7.04178 -2.38044 0.190 0.129 -0.136 0.740
C 0.19255 1.22028 -1.36422 0.031 0.067 0.027 0.013
H 1.41137 -5.81053 -0.91470 -0.160 0.083 0.039 0.149
H -0.32944 -6.04008 -0.68029 0.087 0.166 0.023 0.134
H 1.27511 -6.46655 3.14543 0.116 -0.044 -0.003 0.123
H -0.25970 -6.79358 5.05745 0.046 -0.045 0.080 0.107
H -2.62402 -6.06421 4.85946 -0.074 -0.004 0.073 0.106
H -3.38796 -4.98701 2.77931 -0.076 0.043 -0.046 0.104
H 1.06964 -3.30152 0.75158 -0.116 0.181 -0.227 0.116
H -0.14433 -2.00211 -2.11754 0.123 0.135 0.214 0.116
H -0.97087 -0.83244 -3.78615 -0.032 -0.110 -0.061 0.114
H -1.45514 1.34095 -4.83667 -0.039 0.001 -0.082 0.107
H -0.89326 3.44305 -3.67858 -0.004 0.021 -0.010 0.099
H 0.70495 3.40633 -0.35131 -0.036 0.151 -0.185 0.146
H -0.59369 4.90488 1.01024 -0.063 -0.072 0.010 0.120
H 0.10812 6.46259 2.78021 -0.041 -0.002 0.082 0.105
H 1.68972 8.28803 2.25856 0.034 0.064 0.060 0.106
H 2.57356 8.53420 -0.03382 0.074 0.061 -0.045 0.105
H 0.65727 1.19487 -0.39273 -0.004 -0.023 -0.001 0.018
```
Positions in Å, forces in eV/Å.

## Properties
E = -2557.173357 Eh
Molar mass = 474.369 g/mol
Kohn-Sham gap = 8.54 eV
SMILES = O=C(COc1ccccc1Cl)NC(=S)Nc1cccc(NC(=O)c2ccccc2Cl)c1
HOMO energy = -8.27 eV



(3)
This record from OMol25 describes a molecular structure, C4H11InNO at a distorted geometry. The level of theory is wB97M-V/def2-TZVPD.

```
18
Properties=species:S:1:pos:R:3:forces:R:3:lowdin_charge:R:1
In 2.62661 2.30394 -0.42145 -0.251 -0.048 -0.184 1.468
C -2.16832 -0.01005 -0.47706 -2.030 -0.922 -1.322 0.075
C -0.89958 0.61348 0.00608 1.894 1.718 2.498 -0.346
C 0.12788 -0.52075 0.28735 1.263 0.475 -0.781 -0.066
O 1.38981 -0.03850 0.64366 -0.705 -0.677 1.190 -0.224
C 2.24668 -1.18165 0.88822 1.924 0.279 -0.846 0.041
N -0.43533 1.50747 -0.97962 -2.348 -1.408 0.262 0.264
H -2.63025 -0.45356 0.40500 0.330 -0.590 0.951 0.170
H -2.06166 -0.79769 -1.22295 -0.097 0.130 -0.209 0.141
H -2.93345 0.72849 -0.71628 0.249 0.205 -0.617 0.141
H -1.10343 1.18416 0.91210 0.197 -0.169 0.233 0.187
H 0.28261 -1.22334 -0.53150 -0.432 -0.472 -0.059 0.175
H -0.17498 -1.04143 1.19579 -1.169 -0.241 0.528 0.220
H 2.00380 -1.88738 1.68261 -0.965 0.482 0.603 0.155
H 3.23058 -0.75876 1.09122 0.013 -0.246 -0.203 0.126
H 2.22494 -1.81086 -0.00156 0.440 -0.129 -0.399 0.143
H -1.00581 2.33942 -0.92936 0.536 1.611 0.090 0.171
H -0.72011 1.04703 -1.83226 1.152 0.005 -1.734 0.158
```
Positions in Å, forces in eV/Å.

## Properties
Energy relative to the best compared isomer or geometry (same formula, charge and spin) = 264.6 kJ/mol
E = -477.657258 Eh
Molar mass = 203.956 g/mol
Kohn-Sham gap = 4.62 eV
Charge = +3
HOMO energy = -23.86 eV